1.
17
Properties=species:S:1:pos:R:3:mulliken_charge:R:1 method="wB97M-V/def2-TZVPD" homo_lumo_gap_ha="0.3273 / 0.1670" e_above_lowest_kcal_mol=59.05 lumo_ev="-1.03 / -4.04" multiplicity=1
C -0.081 1.185 1.065 -0.905
C -0.435 0.197 0.050 -0.486
C -0.197 -1.167 0.319 1.137
N 2.450 -0.198 -0.528 0.876
N -0.887 0.646 -1.142 1.054
O 1.981 0.124 -1.541 -0.403
O -1.049 1.785 -1.467 -0.619
O 3.096 -0.940 0.080 -0.507
O -1.178 -0.181 -2.115 -0.504
O -0.471 -2.119 -0.440 -0.711
O 0.435 -1.307 1.517 -0.413
Br 1.854 1.881 1.020 -0.159
Br -3.704 0.517 0.666 -0.017
H -0.796 2.081 0.868 0.426
H -0.238 0.777 2.076 0.454
H -1.597 -1.119 -1.895 0.421
H 0.816 -2.162 1.469 0.356

2.
39
Properties=species:S:1:pos:R:3:mulliken_charge:R:1 method="wB97M-V/def2-TZVPD" homo_lumo_gap_ha=0.3335 e_above_lowest_kcal_mol=7.49 lumo_ev=0.65 multiplicity=1 smiles="O=C(NNC(=S)Nc1ccc(F)cc1)[C@H]1[C@@H]2CCCC[C@@H]21"
O 0.583 0.243 0.715 -0.756
C 0.069 -0.637 0.045 -0.026
N -1.227 -0.519 -0.363 -0.403
N -1.879 0.680 -0.106 -0.096
C -2.831 1.138 -0.935 0.290
N -3.343 2.383 -0.736 -0.122
C -2.878 3.432 0.060 0.370
C -3.818 4.312 0.596 -0.487
C -3.421 5.382 1.374 -0.628
C -2.070 5.569 1.611 0.317
C -1.117 4.728 1.068 -0.699
C -1.521 3.663 0.285 -0.292
H -0.768 3.044 -0.177 0.631
H -0.070 4.913 1.251 0.436
F -1.676 6.606 2.376 -0.323
H -4.141 6.064 1.795 0.420
H -4.868 4.152 0.401 0.355
H -4.226 2.535 -1.206 0.241
S -3.473 0.160 -2.113 -0.564
H -1.371 1.248 0.566 0.400
H -1.682 -1.058 -1.095 0.255
C 0.718 -1.903 -0.343 0.223
C 1.714 -2.500 0.631 -0.174
C 2.207 -1.860 -0.622 -0.138
C 2.805 -2.817 -1.624 -1.056
C 3.867 -3.680 -0.930 -0.593
C 3.360 -4.338 0.370 -0.596
C 1.897 -3.996 0.688 -1.039
H 1.642 -4.379 1.677 0.418
H 1.244 -4.485 -0.036 0.297
H 3.460 -5.422 0.306 0.343
H 3.975 -4.003 1.207 0.315
H 4.724 -3.046 -0.701 0.310
H 4.206 -4.445 -1.629 0.345
H 3.263 -2.274 -2.451 0.418
H 2.028 -3.460 -2.041 0.302
H 2.671 -0.886 -0.549 0.479
H 1.839 -1.963 1.562 0.487
H 0.109 -2.580 -0.928 0.337

3.
78
Properties=species:S:1:pos:R:3:mulliken_charge:R:1 method="wB97M-V/def2-TZVPD" homo_lumo_gap_ha=0.3158 e_above_lowest_kcal_mol=93.42 lumo_ev=-1.07 multiplicity=1 smiles="O=S(=O)(F)N(O)CCCS.CCOS(C)(=O)=O.CCOS(C)(=O)=O.CCOS(C)(=O)=O.CCOS(C)(=O)=O"
O -1.662 -0.964 -6.561 -0.519
S -1.476 0.559 -6.760 1.057
O -0.329 0.715 -7.830 -0.577
F -0.846 1.177 -5.273 -0.225
N -2.889 1.414 -7.326 0.078
O -3.325 2.344 -6.458 -0.332
C -3.988 0.492 -7.805 -0.784
C -4.804 -0.264 -6.601 0.245
C -6.412 0.052 -6.544 -0.616
S -6.866 1.850 -6.840 -0.253
H -3.632 3.110 -7.058 0.368
H -4.676 1.087 -8.564 0.383
H -3.452 -0.345 -8.467 0.286
H -4.703 -1.439 -6.781 0.321
H -4.301 -0.069 -5.543 -0.200
H -7.023 -0.709 -7.229 0.318
H -6.760 -0.204 -5.431 0.311
H -7.260 1.909 -8.215 0.140
O -4.747 -0.898 -0.879 -0.660
S -4.339 0.361 -0.290 1.201
O -5.176 1.538 -0.338 -0.623
O -2.856 0.747 -0.844 -0.137
C -2.663 0.854 -2.249 -0.174
C -3.289 2.120 -2.804 -0.977
C -3.891 0.073 1.403 -0.880
H -3.047 -0.036 -2.760 0.289
H -1.582 0.885 -2.426 0.076
H -4.380 2.100 -2.703 0.349
H -3.056 2.238 -3.866 0.216
H -2.931 2.998 -2.259 0.351
H -3.233 -0.795 1.458 0.286
H -4.811 -0.118 1.961 0.407
H -3.399 0.965 1.796 0.258
O 0.123 -0.123 1.505 -0.528
S 1.556 -0.244 1.330 1.264
O 2.485 0.689 1.928 -0.643
O 1.885 -0.366 -0.262 -0.366
C 1.438 0.668 -1.129 0.101
C 2.269 1.928 -0.970 -1.048
C 2.046 -1.884 1.800 -0.994
H 0.374 0.872 -0.968 -0.044
H 1.544 0.299 -2.155 0.315
H 2.141 2.365 0.026 0.261
H 1.977 2.684 -1.705 0.400
H 3.334 1.706 -1.090 0.269
H 1.376 -2.606 1.332 0.392
H 1.973 -1.953 2.888 0.361
H 3.079 -2.048 1.488 0.275
O -1.747 -0.303 6.300 -0.638
S -1.339 0.956 6.889 1.245
O -2.176 2.133 6.842 -0.608
O 0.144 1.342 6.335 -0.269
C 0.337 1.449 4.930 -0.213
C -0.289 2.715 4.376 -1.026
C -0.891 0.668 8.583 -0.932
H -0.047 0.559 4.420 0.281
H 1.418 1.480 4.753 0.230
H -1.380 2.694 4.477 0.304
H -0.056 2.833 3.313 0.330
H 0.069 3.593 4.920 0.299
H -0.233 -0.200 8.637 0.311
H -1.811 0.477 9.141 0.368
H -0.399 1.560 8.975 0.313
O 5.145 -3.337 3.238 -0.558
S 6.498 -3.338 3.758 1.162
O 7.054 -2.201 4.456 -0.600
O 7.520 -3.775 2.567 -0.273
C 7.528 -3.014 1.365 -0.240
C 8.202 -1.669 1.562 -0.992
C 6.706 -4.769 4.787 -0.967
H 6.511 -2.896 0.978 0.242
H 8.092 -3.589 0.622 0.262
H 7.633 -1.037 2.253 0.302
H 8.285 -1.132 0.612 0.382
H 9.201 -1.796 1.989 0.270
H 6.320 -5.646 4.264 0.316
H 6.140 -4.602 5.706 0.365
H 7.766 -4.886 5.020 0.336

4.
8
Properties=species:S:1:pos:R:3:mulliken_charge:R:1 method="wB97M-V/def2-TZVPD" homo_lumo_gap_ha=0.4311 e_above_lowest_kcal_mol=3.37 lumo_ev=0.73 multiplicity=1 smiles=ClC(Cl)C(Cl)Cl
C -0.295 -0.603 -0.494 -0.147
C 0.301 0.758 0.211 -0.111
Cl 0.215 -2.074 0.251 -0.088
Cl -2.024 -0.558 -0.325 -0.142
Cl 0.116 0.620 1.980 -0.122
Cl 2.001 0.766 -0.151 -0.123
H -0.153 -0.628 -1.499 0.371
H -0.160 1.719 0.028 0.362

5.
23
Properties=species:S:1:pos:R:3:mulliken_charge:R:1 method="wB97M-V/def2-TZVPD" homo_lumo_gap_ha="0.2072 / 0.2078" e_above_lowest_kcal_mol=203.82 lumo_ev="-9.30 / -9.32" multiplicity=1 total_charge=+2
O -0.025 -2.793 -2.247 -0.099
C -0.042 -1.685 -2.240 -0.341
Sn -0.065 0.186 -2.177 1.994
O -2.639 0.165 -3.735 -0.068
C -1.693 0.175 -3.185 -0.015
C 1.575 0.207 -3.201 0.275
O 2.526 0.218 -3.733 -0.014
C -0.084 2.071 -2.241 -0.240
O -0.087 3.178 -2.245 -0.105
C 0.787 -1.276 2.836 -1.012
N 1.020 -1.021 1.408 -0.179
C 0.683 0.139 0.760 0.518
S 1.693 0.567 -0.561 -0.342
N -0.293 1.040 1.113 -0.137
C -1.489 0.707 1.897 -1.074
H 0.337 -0.400 3.325 0.401
H 1.748 -1.458 3.338 0.327
H 0.142 -2.165 2.957 0.357
H 1.629 -1.736 0.951 0.329
H -0.307 2.007 0.716 0.331
H -1.505 1.306 2.826 0.364
H -2.390 0.933 1.308 0.310
H -1.520 -0.367 2.129 0.418

6.
64
Properties=species:S:1:pos:R:3:mulliken_charge:R:1 method="wB97M-V/def2-TZVPD" homo_lumo_gap_ha=0.2986 e_above_lowest_kcal_mol=61.95 lumo_ev=0.42 multiplicity=1
C 3.236 2.100 2.253 -1.017
H 3.758 2.907 1.729 0.463
H 3.712 1.146 2.030 0.137
H 3.264 2.289 3.331 0.428
O 1.912 1.962 1.789 -0.092
C 1.051 2.999 1.934 0.391
C 1.362 4.226 2.511 -0.596
C 0.408 5.229 2.567 -0.651
C -0.857 5.034 2.043 -0.858
C -1.174 3.817 1.462 -0.168
C -0.236 2.798 1.413 -0.243
C -0.588 1.464 0.832 0.753
O -0.622 0.437 1.475 -0.718
N -0.859 1.558 -0.504 -0.074
C -1.365 0.586 -1.365 1.158
C -1.189 -0.751 -1.289 -1.569
C -0.294 -1.516 -0.474 1.444
C 0.889 -1.153 0.121 -1.082
N 1.453 -2.225 0.768 0.103
C 0.609 -3.311 0.630 0.250
C 0.729 -4.595 1.131 -0.654
C -0.277 -5.491 0.822 -0.751
C -1.369 -5.115 0.040 -0.761
C -1.489 -3.833 -0.455 -0.542
C -0.488 -2.912 -0.162 -0.037
H -2.343 -3.551 -1.053 0.468
H -2.135 -5.845 -0.178 0.402
H -0.219 -6.503 1.193 0.410
H 1.582 -4.875 1.725 0.461
S 2.791 -2.193 1.778 1.137
O 3.472 -0.959 1.540 -0.674
O 3.514 -3.408 1.592 -0.702
N 2.038 -2.250 3.259 0.113
C 2.818 -2.870 4.307 -1.076
H 2.144 -3.216 5.090 0.338
H 3.552 -2.180 4.738 0.338
H 3.339 -3.719 3.871 0.401
C 1.419 -0.996 3.628 -0.650
H 0.770 -1.168 4.486 0.409
H 2.167 -0.239 3.883 0.273
H 0.815 -0.633 2.799 0.136
H 1.431 -0.229 0.104 0.787
H -1.827 -1.352 -1.923 0.478
C -2.298 1.207 -2.353 0.166
O -2.938 2.203 -2.037 -0.717
N -2.436 0.627 -3.573 0.061
C -1.435 -0.153 -4.269 -0.386
H -0.626 -0.431 -3.596 0.372
C -0.862 0.677 -5.431 -0.738
O -1.868 1.128 -6.303 -0.385
C -2.807 1.925 -5.615 -0.539
C -3.455 1.139 -4.473 -0.767
H -4.126 1.779 -3.901 0.458
H -4.006 0.287 -4.884 0.334
H -3.554 2.224 -6.351 0.373
H -2.315 2.821 -5.208 0.309
H -0.184 0.068 -6.031 0.361
H -0.310 1.537 -5.018 0.345
H -1.907 -1.057 -4.671 0.199
H -1.035 2.501 -0.839 0.412
H -2.160 3.648 1.055 0.555
H -1.592 5.822 2.085 0.396
H 0.664 6.174 3.023 0.394
H 2.344 4.409 2.918 0.434